No. 1
ORCA calculation (wB97M-V/def2-TZVPD) on a 8-piece molecular cluster, C45H101N5O8 overall at a distorted geometry.

Element x y z (Å)
1 C -13.0253 4.6231 -14.7870
2 C -11.7212 4.3798 -15.5505
3 C -11.2088 5.7407 -16.0836
4 C -10.7114 3.7606 -14.5866
5 C -9.5152 3.1552 -15.3078
6 C -9.9588 2.1320 -16.3179
7 C -11.0173 2.6200 -17.3048
8 C -10.3203 3.4040 -18.4452
9 C -11.7053 1.4258 -17.9439
10 N -12.0271 3.4080 -16.5917
11 O -13.0302 3.8730 -17.4657
12 H -13.8341 4.9811 -15.4129
13 H -13.3009 3.6703 -14.3272
14 H -12.8297 5.3046 -13.9576
15 H -10.7326 5.6961 -17.0694
16 H -12.0334 6.4398 -16.2613
17 H -10.4833 6.2353 -15.4369
18 H -10.4476 4.4886 -13.8203
19 H -11.2235 2.9174 -14.1015
20 H -8.9747 3.9751 -15.8118
21 H -8.7566 2.8005 -14.6081
22 H -10.3304 1.2271 -15.8226
23 H -9.0834 1.7855 -16.8769
24 H -9.6816 4.1795 -18.0145
25 H -11.0304 3.8206 -19.1532
26 H -9.5908 2.7377 -18.9084
27 H -12.4432 0.9752 -17.2709
28 H -10.9853 0.6484 -18.2017
29 H -12.3267 1.6874 -18.8026
30 H -12.5740 4.4599 -18.0900
31 C -21.5707 5.0153 -22.3027
32 C -20.8961 4.8421 -20.9536
33 C -21.7327 5.6570 -19.9467
34 C -20.9312 3.3672 -20.5952
35 C -20.1224 3.0773 -19.3400
36 C -18.6816 3.4774 -19.6583
37 C -18.4935 4.9321 -20.0716
38 C -18.3911 5.8685 -18.8586
39 C -17.1353 5.0014 -20.7953
40 N -19.5210 5.2884 -21.0417
41 O -19.4073 6.6150 -21.5002
42 H -22.5718 4.5808 -22.3433
43 H -21.7219 6.0618 -22.5864
44 H -20.9840 4.6043 -23.1313
45 H -22.7432 5.2493 -19.8934
46 H -21.2805 5.6949 -18.9560
47 H -21.8051 6.7013 -20.2584
48 H -21.9468 2.9692 -20.5679
49 H -20.4445 2.8193 -21.4135
50 H -20.5564 3.5508 -18.4581
51 H -20.0951 2.0007 -19.1433
52 H -18.2426 2.7687 -20.3650
53 H -18.0780 3.3010 -18.7573
54 H -18.0494 6.8625 -19.1423
55 H -17.7470 5.4209 -18.1036
56 H -19.3803 6.0172 -18.4219
57 H -17.1329 4.4442 -21.7363
58 H -16.3542 4.5212 -20.1957
59 H -16.8350 6.0334 -20.9834
60 H -18.8318 6.5521 -22.2692
61 C -21.7092 7.0518 -12.4169
62 C -22.1185 7.0583 -13.9008
63 C -23.3742 7.9284 -14.0250
64 C -21.0511 7.7383 -14.7626
65 C -19.8731 6.8564 -15.1311
66 C -20.4216 5.5980 -15.8081
67 C -21.3703 4.8219 -14.9187
68 C -22.0886 3.7937 -15.7826
69 C -20.6627 4.0842 -13.7859
70 N -22.4134 5.7517 -14.4504
71 O -23.4362 5.1162 -13.7183
72 H -22.5955 7.0385 -11.7823
73 H -21.0749 6.2105 -12.1320
74 H -21.1250 7.9395 -12.1683
75 H -24.1972 7.5254 -13.4383
76 H -23.2343 8.9788 -13.7634
77 H -23.6459 7.9345 -15.0852
78 H -21.4804 8.1743 -15.6674
79 H -20.6854 8.5936 -14.1848
80 H -19.2506 7.3841 -15.8586
81 H -19.2162 6.5240 -14.3254
82 H -19.5632 4.9691 -16.0894
83 H -20.9029 5.7968 -16.7676
84 H -22.6951 4.2780 -16.5506
85 H -22.7268 3.1130 -15.2200
86 H -21.3699 3.1792 -16.3368
87 H -20.0162 3.3474 -14.2755
88 H -21.2778 3.5289 -13.0809
89 H -19.9517 4.7072 -13.2392
90 H -23.0107 4.7488 -12.9286
91 C -14.2911 8.8659 -13.3362
92 C -13.2892 9.7781 -12.6231
93 C -12.0390 8.9954 -12.1977
94 C -12.8988 10.8887 -13.6013
95 C -12.2284 12.0845 -12.9288
96 C -13.1385 12.6241 -11.8119
97 C -13.4869 11.5619 -10.7639
98 C -12.2429 11.3040 -9.8943
99 C -14.5910 12.1025 -9.8601
100 N -13.9931 10.4138 -11.5065
101 O -14.7866 9.5225 -10.7612
102 H -15.3181 9.1338 -13.0963
103 H -14.2719 8.8484 -14.4260
104 H -14.1612 7.8441 -12.9813
105 H -11.8896 8.1069 -12.8137
106 H -11.1482 9.6242 -12.2295
107 H -12.1061 8.6075 -11.1771
108 H -12.0975 10.5218 -14.2665
109 H -13.6874 11.1844 -14.2926
110 H -11.2263 11.8714 -12.5581
111 H -12.1119 12.8872 -13.6623
112 H -14.0515 13.0501 -12.2324
113 H -12.5560 13.4253 -11.3387
114 H -12.3969 10.4501 -9.2245
115 H -12.0253 12.1616 -9.2573
116 H -11.3602 11.0372 -10.4762
117 H -14.8265 11.3781 -9.0805
118 H -15.5207 12.2212 -10.4257
119 H -14.2970 13.0601 -9.4365
120 H -15.6909 9.8114 -10.9211
121 C -19.8236 0.5411 -15.3355
122 C -18.3631 0.3044 -15.7317
123 C -17.8167 -0.8218 -14.8371
124 C -18.3372 -0.1093 -17.2006
125 C -16.9436 -0.1691 -17.7881
126 C -16.3394 1.2328 -17.7617
127 C -16.3961 1.8762 -16.3570
128 C -15.1668 1.4402 -15.5397
129 C -16.2988 3.3929 -16.5382
130 N -17.6309 1.5532 -15.6552
131 O -17.8226 2.2466 -14.4427
132 H -20.2435 1.3603 -15.9227
133 H -20.3852 -0.3462 -15.6454
134 H -19.9541 0.6816 -14.2666
135 H -16.7810 -1.0553 -15.0804
136 H -17.8002 -0.5133 -13.7887
137 H -18.4435 -1.7085 -14.9291
138 H -18.8489 -1.0676 -17.3514
139 H -18.9700 0.6037 -17.7452
140 H -16.2896 -0.8153 -17.1968
141 H -16.9625 -0.6156 -18.7836
142 H -16.5402 1.8760 -18.6208
143 H -15.2558 1.1012 -17.9126
144 H -15.2948 0.4073 -15.1827
145 H -15.0999 1.9810 -14.5920
146 H -14.1954 1.4084 -16.0299
147 H -16.1631 3.8644 -15.5581
148 H -17.2219 3.8006 -16.9657
149 H -15.4501 3.6796 -17.1578
150 H -18.2903 3.0464 -14.7045
151 O -18.1158 9.5318 -14.3782
152 H -18.8543 9.6304 -14.9835
153 H -17.7097 8.6820 -14.5959
154 O -16.4018 7.4185 -15.2570
155 H -15.6179 7.7409 -15.7168
156 H -16.4178 6.4733 -15.4379
157 O -13.9746 8.3128 -17.3904
158 H -13.3225 8.8903 -16.9815
159 H -13.8336 8.4100 -18.3362

## Properties
SMILES string = CC1(C)CCCC(C)(C)N1O.CC1(C)CCCC(C)(C)N1O.CC1(C)CCCC(C)(C)N1O.CC1(C)CCCC(C)(C)N1O.CC1(C)CCCC(C)(C)N1O.O.O.O
Gap between HOMO and LUMO = 7.95 eV
Relative energy (zero: lowest compared OMol25 entry of this formula, charge and spin) = 124.3 kJ/mol

---

No. 2
ORCA calculation (wB97M-V/def2-TZVPD) on a 7-piece molecular cluster, C45H104F6N6OP overall at a distorted geometry.

Element x y z (Å)
1 P 0.3811 1.0732 -0.7425
2 F -0.4129 2.3447 -1.3289
3 F -0.8828 0.6938 0.2150
4 F -0.2377 0.0803 -1.8616
5 F 1.2636 -0.1541 -0.1323
6 F 1.6127 1.4522 -1.7079
7 F 0.9368 2.0501 0.4394
8 C 1.6412 -2.9008 -1.3770
9 N 3.1051 -2.6701 -1.6432
10 C 3.6008 -3.9041 -2.3224
11 C 3.2151 -1.4890 -2.5565
12 C 3.8512 -2.3470 -0.3753
13 C 5.2685 -2.8571 -0.2430
14 O 5.9992 -2.4953 -1.3834
15 H 1.3794 -2.3605 -0.4687
16 H 1.4748 -3.9372 -1.0960
17 H 1.0323 -2.4900 -2.1713
18 H 2.9777 -4.1083 -3.1886
19 H 3.4828 -4.7242 -1.6118
20 H 4.6494 -3.8753 -2.5841
21 H 2.6344 -1.5358 -3.4713
22 H 4.2796 -1.3608 -2.7545
23 H 2.9305 -0.5905 -2.0111
24 H 3.2517 -2.6619 0.4805
25 H 3.8641 -1.2634 -0.2702
26 H 5.3159 -3.9102 0.0512
27 H 5.6315 -2.3191 0.6468
28 H 6.8825 -2.8806 -1.3278
29 C 1.7361 -2.8457 6.5742
30 C 2.1821 -1.6604 5.7165
31 C 1.0413 -1.0754 4.9190
32 N 1.2691 0.2712 4.3471
33 C 2.4180 0.2926 3.3750
34 C 1.5340 1.2810 5.4680
35 C 1.0615 2.6382 4.9431
36 C 0.1778 2.3392 3.7035
37 C 0.0385 0.8345 3.6819
38 H 2.5589 -3.0773 7.2511
39 H 1.5244 -3.7282 5.9756
40 H 0.8994 -2.6207 7.2374
41 H 2.9594 -2.0921 5.0775
42 H 2.6863 -0.8997 6.3117
43 H 0.1333 -1.0203 5.5246
44 H 0.7418 -1.7049 4.0720
45 H 2.0324 0.0110 2.3975
46 H 3.1074 -0.4780 3.7055
47 H 2.8560 1.2832 3.3880
48 H 2.6008 1.2360 5.6627
49 H 0.9750 0.9326 6.3330
50 H 1.9444 3.2203 4.6794
51 H 0.5510 3.1943 5.7235
52 H 0.6145 2.7321 2.7871
53 H -0.7505 2.8834 3.8638
54 H -0.0843 0.4005 2.6930
55 H -0.7679 0.5673 4.3696
56 C -5.9127 1.3207 -0.4660
57 C -4.8853 2.4103 -0.0550
58 C -4.8662 2.5164 1.4573
59 N -4.0006 3.6205 2.0123
60 C -2.6710 3.6113 1.3579
61 C -4.7617 4.9194 1.9419
62 C -5.7135 4.9026 3.1493
63 C -5.1872 3.8104 4.0945
64 C -3.8434 3.4031 3.4977
65 H -6.9334 1.6012 -0.2040
66 H -5.7084 0.4183 0.1167
67 H -5.8573 1.1782 -1.5403
68 H -5.2179 3.3122 -0.5738
69 H -3.9251 2.0923 -0.4615
70 H -4.4636 1.5791 1.8481
71 H -5.8862 2.6290 1.8179
72 H -2.0563 4.4036 1.7842
73 H -2.8395 3.8965 0.3209
74 H -2.1333 2.6674 1.3811
75 H -3.9924 5.6780 2.0946
76 H -5.2907 5.1206 1.0155
77 H -5.6967 5.8987 3.5900
78 H -6.7612 4.7460 2.8965
79 H -5.1351 4.1987 5.1103
80 H -5.8432 2.9434 4.1692
81 H -3.0456 4.0591 3.8448
82 H -3.6088 2.3703 3.7458
83 C 5.2415 1.3436 -0.2661
84 C 5.3836 2.8455 -0.4435
85 C 4.0417 3.4530 -0.8339
86 N 3.9997 4.9553 -0.8769
87 C 2.6277 5.3116 -1.3093
88 C 5.0683 5.5653 -1.7578
89 C 6.2008 5.9792 -0.8380
90 C 5.4930 6.4496 0.4419
91 C 4.1890 5.6304 0.4960
92 H 4.8870 0.9348 -1.2163
93 H 4.6418 1.0492 0.5942
94 H 6.2322 0.8973 -0.1502
95 H 6.1213 3.0799 -1.2215
96 H 5.8560 3.3809 0.3871
97 H 3.3819 3.1535 -0.0182
98 H 3.7491 3.1216 -1.8246
99 H 2.2546 4.6896 -2.1254
100 H 2.5480 6.3628 -1.5703
101 H 1.9154 5.0663 -0.5204
102 H 4.6025 6.4720 -2.1352
103 H 5.4442 4.8857 -2.5166
104 H 6.7413 6.8389 -1.2291
105 H 6.9232 5.2201 -0.5464
106 H 5.2332 7.5078 0.4274
107 H 6.0357 6.2482 1.3612
108 H 3.2763 6.1210 0.8044
109 H 4.3606 4.7980 1.1834
110 C -1.6878 -2.3225 0.8484
111 C -1.9606 -3.7339 0.2903
112 C -2.0828 -4.7675 1.4007
113 N -1.9767 -6.2385 1.0342
114 C -0.5659 -6.5549 0.6571
115 C -3.0205 -6.6314 0.0212
116 C -3.3752 -8.0589 0.3991
117 C -3.5140 -7.9656 1.9149
118 C -2.3735 -7.0368 2.2989
119 H -0.6406 -2.0595 0.6856
120 H -1.9345 -2.2276 1.9048
121 H -2.2156 -1.5508 0.2908
122 H -1.1563 -4.0374 -0.3907
123 H -2.8317 -3.7241 -0.3682
124 H -3.0465 -4.6916 1.9043
125 H -1.3064 -4.6024 2.1514
126 H -0.2424 -5.7555 0.0012
127 H -0.5888 -7.5094 0.1343
128 H 0.0192 -6.6609 1.5622
129 H -2.6899 -6.5961 -1.0153
130 H -3.8676 -5.9696 0.1882
131 H -2.6804 -8.7977 0.0001
132 H -4.3382 -8.2882 -0.0638
133 H -3.5532 -8.9233 2.4253
134 H -4.4788 -7.4909 2.1091
135 H -1.4838 -7.5879 2.6001
136 H -2.5919 -6.3687 3.1274
137 C -0.4527 -0.6277 -8.7826
138 C -1.4236 -0.1136 -7.7313
139 C -1.1568 -0.8095 -6.4032
140 N -1.9551 -0.2627 -5.2472
141 C -1.3716 0.9988 -4.7394
142 C -3.4425 -0.0606 -5.5432
143 C -4.0814 -0.0154 -4.1642
144 C -3.1687 -0.8346 -3.2346
145 C -2.0767 -1.3090 -4.1696
146 H -0.3906 -1.7175 -8.8065
147 H 0.5407 -0.1925 -8.7058
148 H -0.8324 -0.3586 -9.7696
149 H -2.4710 -0.2088 -8.0055
150 H -1.1884 0.9467 -7.5934
151 H -0.1000 -0.7187 -6.1521
152 H -1.4083 -1.8702 -6.4363
153 H -0.2912 0.9384 -4.6246
154 H -1.8347 1.2356 -3.7891
155 H -1.5213 1.7603 -5.5018
156 H -3.5322 0.8754 -6.0880
157 H -3.7020 -0.9011 -6.1822
158 H -4.1683 1.0117 -3.8062
159 H -5.1204 -0.3396 -4.2135
160 H -2.7809 -0.2813 -2.3778
161 H -3.7029 -1.6743 -2.7877
162 H -1.0971 -1.5814 -3.7837
163 H -2.4676 -2.1803 -4.6994

## Properties
Net charge = +5
Gap between HOMO and LUMO = 10.99 eV
Relative energy (zero: lowest compared OMol25 entry of this formula, charge and spin) = 0.0 kJ/mol